1.
C5H8O | ωB97M-V/def2-TZVPD

- relative energy (zero: lowest compared OMol25 entry of this formula, charge and spin) (kJ/mol) = 194.7
- Kohn-Sham gap (eV) = 10.435
- maximum force (eV/A) = 0.66
- SMILES = O[C@@]12CC[C@@H]1C2
- HOMO level (eV) = -9.397
- electronic energy (eV) = -7360.2371

XYZ file:
```
14
Properties=species:S:1:pos:R:3:forces:R:3
O 0.2540 -1.9792 -0.7025 -0.1923 -0.0991 -0.0028
C -0.0595 -0.6936 -0.2860 -0.1979 0.3156 0.5396
C -0.3763 0.3455 -1.3168 0.0559 -0.0485 -0.2201
C 0.7859 0.5633 -0.3873 0.2094 -0.0308 -0.0692
C 0.2988 1.0287 0.9857 0.0848 0.1037 0.0477
C -0.4005 -0.3445 1.1789 0.0148 -0.1233 0.0083
H -0.5320 -2.3001 -1.1648 0.2818 -0.1389 0.0590
H -0.0258 0.0217 -2.2993 -0.2719 0.0555 0.1915
H -1.2750 0.9638 -1.3443 0.2346 -0.0245 0.2608
H 1.8127 0.6065 -0.7341 -0.1830 0.1941 -0.0818
H 1.1133 1.2308 1.6864 -0.2053 -0.0893 -0.0172
H -0.3865 1.8862 0.9826 0.2232 -0.1310 -0.1353
H 0.2209 -0.9691 1.8350 -0.1987 0.0569 -0.2205
H -1.4299 -0.3598 1.5665 0.1445 -0.0402 -0.3600
```
Forces are in eV/Å.

=====

2.
CH2N4O | ωB97M-V/def2-TZVPD

- relative energy (zero: lowest compared OMol25 entry of this formula, charge and spin) (kJ/mol) = 453.0
- Kohn-Sham gap (eV) = 8.898
- maximum force (eV/A) = 0.49
- HOMO level (eV) = -9.166
- electronic energy (eV) = -9071.6029

XYZ file:
```
8
Properties=species:S:1:pos:R:3:forces:R:3
N -0.6433 -0.7995 -1.0885 0.0742 -0.1519 -0.1419
C 0.2246 -0.2364 -0.2769 0.1949 0.1071 0.1408
N 1.4791 -0.0343 0.0892 -0.4058 -0.1515 -0.2307
O 1.3274 0.8481 1.1876 0.0816 0.1192 0.1661
N 0.0612 1.1312 1.4370 -0.1857 -0.2717 -0.3285
N -0.5969 0.4904 0.5824 0.1866 0.2410 0.2572
H -0.3598 -1.4235 -1.8271 0.0365 0.0644 0.0659
H -1.4924 0.0239 -0.1037 0.0178 0.0434 0.0711
```
Forces are in eV/Å.

=====

Please write out number 2 again, unchanged.
CH2N4O | ωB97M-V/def2-TZVPD

- relative energy (zero: lowest compared OMol25 entry of this formula, charge and spin) (kJ/mol) = 453.0
- Kohn-Sham gap (eV) = 8.898
- maximum force (eV/A) = 0.49
- HOMO level (eV) = -9.166
- electronic energy (eV) = -9071.6029

XYZ file:
```
8
Properties=species:S:1:pos:R:3:forces:R:3
N -0.6433 -0.7995 -1.0885 0.0742 -0.1519 -0.1419
C 0.2246 -0.2364 -0.2769 0.1949 0.1071 0.1408
N 1.4791 -0.0343 0.0892 -0.4058 -0.1515 -0.2307
O 1.3274 0.8481 1.1876 0.0816 0.1192 0.1661
N 0.0612 1.1312 1.4370 -0.1857 -0.2717 -0.3285
N -0.5969 0.4904 0.5824 0.1866 0.2410 0.2572
H -0.3598 -1.4235 -1.8271 0.0365 0.0644 0.0659
H -1.4924 0.0239 -0.1037 0.0178 0.0434 0.0711
```
Forces are in eV/Å.